Record 1
C50H125N5O5 | ωB97M-V/def2-TZVPD

Summary:
- LUMO energy: 0.63 eV
- Largest force on an atom: 0.032 Eh/bohr
- HOMO level: -8.4978 eV
- SMILES: COC[C@H](C)N.COC[C@H](C)N.COC[C@H](C)N.COC[C@H](C)N.COC[C@H](C)N.CCCCCC.CCCCCC.CCCCCC.CCCCCC.CCCCCC

```
185
C50H125N5O5 | the OMol25 dataset | ωB97M-V/def2-TZVPD
O -1.343 -1.109 -2.351
O 2.829 1.523 -5.567
O -1.707 -0.679 -8.381
O -1.055 2.033 2.999
O -4.003 0.832 -4.139
N 0.261 1.184 -1.902
N -1.439 3.181 -0.461
N -1.176 0.348 -4.898
N 2.064 3.345 -3.372
N -3.767 3.962 -2.064
C 4.444 7.886 2.800
C -5.238 0.866 -4.797
C 3.438 2.976 -3.797
C -1.858 2.648 0.834
C 3.280 2.564 2.283
C -3.809 3.151 -3.265
C -0.435 -0.787 -8.950
C 6.422 1.483 5.052
C -0.936 -5.159 -1.456
C -6.572 -2.837 3.831
C -0.505 -2.154 3.780
C -1.465 -5.354 -2.869
C -1.365 -0.617 -5.969
C 5.240 -1.248 1.449
C -2.614 -1.520 -1.958
C 5.315 5.822 1.519
C 3.410 1.570 -4.280
C -1.405 -2.012 2.558
C -2.618 3.435 -4.145
C -0.647 2.374 1.697
C 2.098 -4.364 1.812
C 4.974 7.315 1.503
C -7.790 -2.134 5.943
C -0.407 -1.096 -1.307
C -2.653 1.388 0.584
C 6.013 0.321 4.164
C 0.150 -6.144 -1.086
C -1.742 0.123 -7.231
C -5.379 -2.446 0.907
C 5.225 -2.619 0.795
C -2.429 -1.667 -5.651
C 6.586 0.440 2.750
C -6.492 -1.542 3.035
C -3.966 1.662 -2.972
C 0.041 1.712 3.810
C 4.198 4.934 2.078
C -0.211 -1.644 6.267
C -7.853 -2.955 4.650
C -5.347 -1.413 2.053
C 4.342 3.155 -2.597
C 4.394 3.448 1.730
C 0.770 -5.928 0.271
C 2.526 0.235 -5.944
C 1.593 -4.652 0.397
C -2.239 -3.243 2.243
C 6.589 -0.857 1.973
C -0.951 -1.306 7.574
C -1.192 -1.860 5.110
C 1.809 -0.224 -0.563
C 0.751 -0.194 -1.642
H -8.724 -2.649 4.063
H 2.008 0.234 -6.901
H 4.423 1.146 -4.382
H -2.700 -2.612 -1.866
H 4.500 -1.241 2.255
H -2.982 3.602 -1.468
H 5.917 7.802 1.223
H -1.958 1.004 -4.842
H -7.454 -1.288 2.564
H -1.893 -0.797 7.358
H 2.426 -3.329 1.929
H -8.603 -2.395 6.621
H 5.348 2.767 -2.780
H -2.795 0.418 -7.159
H 1.500 3.200 -4.215
H -6.387 -2.408 0.472
H 4.439 4.225 -2.392
H 2.240 -1.232 -0.527
H -2.207 -4.595 -3.124
H 7.566 0.925 2.777
H -6.399 -0.703 3.742
H -2.947 -1.135 -0.983
H 0.422 -0.803 5.975
H 4.930 -0.509 0.700
H -4.842 1.436 -2.354
H 5.359 3.147 2.139
H -3.361 -1.186 -2.680
H -0.420 -1.536 -9.741
H -2.666 2.761 -5.009
H 5.944 1.140 2.203
H 6.242 1.249 6.107
H -1.907 -2.672 5.292
H -0.347 1.330 4.749
H 5.519 5.470 0.501
H -4.657 3.430 -3.910
H -0.623 -5.282 -3.561
H 0.356 -1.040 -8.231
H -0.842 -0.812 -0.340
H -0.351 -7.118 -1.025
H -1.155 1.042 -7.361
H 3.219 2.586 3.371
H -1.760 -0.934 4.956
H -2.524 3.362 1.325
H -0.582 -4.127 -1.355
H -1.773 -5.233 -0.749
H 1.135 -3.777 -0.065
H 0.327 -1.446 3.668
H 0.610 0.905 3.320
H -0.141 1.090 -2.838
H -2.679 4.437 -4.571
H -3.044 -3.358 2.984
H 6.303 -0.632 4.610
H -5.721 -2.846 4.526
H 1.452 0.018 0.443
H 7.339 -0.910 1.176
H -0.961 2.461 -1.032
H 5.825 -3.315 1.388
H 1.064 1.798 -2.065
H 0.680 2.595 3.898
H -0.080 1.520 1.301
H 2.940 -5.011 2.049
H -5.247 -3.437 1.342
H 2.867 0.899 -3.594
H 2.335 2.843 1.811
H 2.636 0.465 -0.750
H 1.288 -4.487 2.538
H -0.024 3.282 1.722
H -6.832 -2.331 6.429
H -2.732 -3.221 1.273
H 4.390 3.360 0.639
H 3.740 3.603 -4.645
H -1.209 -0.128 -3.991
H 6.238 5.712 2.097
H -0.417 -1.144 -6.129
H -5.323 0.068 -5.543
H -5.450 1.805 -5.320
H -3.044 1.324 -2.480
H -1.636 3.335 -3.676
H -2.182 -2.253 -4.764
H 5.113 7.671 3.632
H 3.455 1.525 1.978
H -4.685 -2.263 0.090
H -6.076 0.626 -4.117
H -1.262 -2.237 8.053
H -1.989 -6.302 -3.008
H 2.517 -4.829 -0.179
H -4.580 3.773 -1.472
H 4.201 -2.949 0.652
H -0.750 -1.846 1.686
H -3.362 -1.153 -5.384
H 4.924 0.352 4.070
H 4.244 4.940 3.177
H -0.761 3.937 -0.397
H 3.419 7.548 2.937
H 1.975 4.338 -3.176
H -7.863 -1.056 5.782
H 0.022 -5.866 1.078
H -2.582 -2.298 -6.527
H 4.431 8.975 2.711
H -2.000 -1.090 2.536
H 6.908 -1.694 2.617
H -3.604 1.630 0.094
H 0.910 -6.166 -1.872
H -2.172 0.609 0.001
H 1.287 -0.546 -2.539
H -0.127 0.159 -9.431
H -5.303 -0.405 1.629
H -6.425 -3.704 3.181
H 1.867 -0.272 -5.223
H 4.292 7.539 0.677
H 3.956 2.704 -1.684
H 3.430 -0.384 -6.066
H -8.027 -3.992 4.948
H 5.729 -2.629 -0.178
H -0.336 -0.700 8.231
H 5.814 2.376 4.883
H -2.985 1.004 1.557
H -1.671 -4.173 2.342
H -0.014 -2.111 -1.121
H 7.479 1.734 4.958
H 0.360 -2.570 6.365
H -0.080 -3.159 3.695
H 3.208 5.284 1.770
H 1.378 -6.792 0.556
H -4.371 -1.547 2.537
```

***

Record 2
C50H130N10O15 | ωB97M-V/def2-TZVPD

Summary:
- LUMO energy: 0.48 eV
- Largest force on an atom: 0.279 Eh/bohr
- HOMO level: -5.4184 eV
- Energy above the lowest of the compared OMol25 structures with the same formula, charge and spin: 47.008 eV

```
205
C50H130N10O15 | the OMol25 dataset | ωB97M-V/def2-TZVPD
O 5.679 -1.369 7.334
O 1.328 -4.632 2.758
O -0.756 0.853 -1.853
O 0.348 4.542 2.352
O 1.695 -1.069 4.315
O -3.130 -4.674 -2.839
O -6.498 -0.934 1.477
O 0.323 1.780 -6.061
O -3.958 2.418 -2.328
O 2.735 2.413 -0.162
O -2.800 -1.024 -3.481
O 4.137 -0.583 -1.013
O -3.407 -0.838 -6.475
O 2.590 -0.231 -3.684
O -2.125 -1.578 1.071
N 3.192 -1.538 2.869
N -1.243 0.528 1.263
N 3.843 0.132 5.811
N 4.097 0.482 2.507
N -3.145 1.309 0.218
N -0.675 0.982 3.161
N 3.513 2.349 2.763
N -5.878 -1.732 -1.447
N 0.183 -3.066 -3.245
N -2.529 2.198 -6.015
C 5.133 0.642 6.169
C -7.352 -1.474 2.478
C -4.415 -1.737 -5.961
C 1.506 5.231 1.973
C -1.751 -0.081 -3.436
C 0.542 -1.665 -3.379
C -0.800 2.435 2.940
C -1.796 -4.563 -3.232
C -4.098 3.070 -3.556
C -5.022 -1.613 -2.605
C 1.755 0.776 -4.335
C 4.758 0.241 1.230
C -1.984 -2.998 0.877
C -1.273 -3.138 -3.127
C 3.682 3.431 1.829
C 5.346 -2.068 8.576
C -1.743 1.647 -4.905
C 5.969 -0.677 1.384
C -3.375 -4.339 -1.442
C 1.379 -5.971 3.233
C 3.612 -0.244 0.277
C -3.677 3.291 -1.248
C -0.364 2.203 -4.824
C -3.449 -1.062 1.183
C 3.365 -2.939 0.939
C 5.575 0.063 7.567
C 2.507 -3.898 3.136
C 2.886 1.929 -1.487
C 4.779 4.444 2.397
C -6.223 -0.401 -0.852
C 3.593 0.437 4.386
C 0.357 3.116 2.097
C -3.979 0.380 -7.001
C 2.096 0.296 3.944
C 2.582 -2.682 2.186
C 0.925 -0.511 1.418
C -0.946 2.924 4.413
C -3.839 1.608 -6.064
C 1.380 2.605 -6.505
C 2.036 -1.592 -3.796
C 3.945 2.913 0.416
C 0.411 -1.411 3.900
C -3.760 2.656 0.115
C -3.601 0.484 1.334
C -3.654 -0.941 -2.301
C -7.214 -0.554 0.309
C 0.000 0.449 0.507
C -0.239 -0.111 -0.956
C 3.118 -1.164 -1.867
C -0.027 2.081 -2.018
H 3.875 1.456 4.123
H 6.635 -0.700 0.521
H 1.372 6.313 1.955
H -7.688 0.410 0.500
H 0.333 -3.548 -4.120
H -1.740 2.719 2.466
H 5.707 3.930 2.645
H -5.572 -0.928 -3.250
H 1.469 0.028 2.193
H 3.426 -4.483 3.078
H 5.287 1.721 6.169
H 4.297 -2.348 8.671
H -3.798 -5.232 -0.984
H 6.618 -0.371 2.205
H 3.141 -2.190 0.179
H 0.891 3.512 -6.863
H -3.899 0.065 -1.962
H 3.533 -1.116 -2.874
H 0.407 1.459 0.468
H -5.345 0.149 -0.515
H -3.811 -2.545 -5.547
H 0.270 1.792 -4.039
H -4.189 2.413 -4.421
H 1.565 -2.364 1.956
H -1.010 -3.403 1.148
H -1.508 -2.644 -2.183
H -1.478 0.653 3.678
H -3.249 0.760 2.328
H 3.681 1.183 -1.492
H -4.519 2.327 -6.520
H 0.723 -0.439 -1.351
H 2.041 2.891 -5.687
H -0.009 2.770 4.948
H -1.113 3.999 4.478
H 1.290 2.655 2.420
H -2.465 -4.080 -0.900
H 5.030 5.379 1.896
H 2.742 0.402 0.155
H -8.009 -1.228 -0.008
H 3.169 -1.129 0.735
H -4.106 4.293 -1.249
H 4.962 1.263 0.911
H -5.116 -2.100 -6.712
H -6.791 -1.800 3.354
H 2.005 2.148 -7.272
H 0.157 -0.889 2.978
H 2.066 -1.781 -4.869
H 1.507 1.017 4.511
H -0.176 -1.088 4.760
H -8.119 -2.142 2.087
H -4.353 1.455 -5.115
H 3.975 -0.858 5.959
H -3.480 0.895 -0.639
H -1.059 -0.246 -2.610
H 1.694 -0.872 0.734
H 1.718 4.904 0.955
H 4.869 2.334 0.420
H 4.195 -0.172 3.712
H 2.523 2.231 2.603
H -1.005 -0.132 -4.230
H -1.682 -0.382 1.258
H -2.059 0.980 0.876
H 4.320 4.853 3.297
H 2.805 -2.132 -1.477
H 2.222 -0.545 -1.918
H 5.699 -3.099 8.544
H -4.075 -3.504 -1.410
H -0.177 -1.257 -4.089
H -7.909 -0.629 2.883
H -3.800 -1.557 2.089
H 5.582 -1.656 1.667
H -2.613 3.502 -1.362
H -4.678 0.652 1.370
H 0.168 2.849 1.057
H 3.290 2.690 -2.154
H -2.685 -3.570 1.485
H -5.017 0.279 -7.316
H 5.753 -1.619 9.482
H 1.537 -6.037 4.310
H 2.291 1.696 -4.102
H 0.384 -1.339 1.877
H -1.854 0.569 -5.025
H -0.548 3.275 -4.762
H 1.968 0.528 2.887
H 4.445 -2.816 1.017
H 0.989 1.849 -2.337
H -5.575 -2.290 -0.661
H -4.977 3.715 -3.553
H -2.217 1.979 -3.981
H 2.012 1.401 -1.866
H 4.798 0.304 8.293
H -1.657 -4.985 -4.227
H 3.113 -3.919 0.533
H 0.820 0.709 -3.778
H -0.805 -1.042 -0.954
H -3.280 3.743 -3.814
H -4.141 -1.408 0.415
H -3.166 -1.401 -1.441
H 4.199 -1.614 2.888
H 6.567 0.373 7.893
H 0.483 -1.202 -2.394
H 2.740 -2.233 -3.265
H -2.209 -3.303 -0.145
H 1.545 0.676 -5.400
H -4.855 -1.411 -5.019
H -4.871 -2.581 -3.082
H -1.782 -2.555 -3.894
H -0.442 2.758 -2.765
H -6.764 0.152 -1.621
H 0.331 -2.494 3.802
H 2.740 3.965 1.702
H 3.550 -0.344 2.703
H -1.229 -5.280 -2.638
H 0.439 -6.481 3.024
H 2.194 -6.464 2.705
H 0.055 2.667 -1.102
H 5.941 0.221 5.570
H -0.742 0.513 2.269
H -4.831 2.634 0.316
H 2.869 -1.522 3.825
H 4.300 3.687 -0.265
H 2.487 -3.681 4.203
H -3.464 0.539 -7.948
H 4.916 0.392 3.091
H -2.307 0.856 -3.445
H 3.887 1.575 2.233
H -3.330 3.317 0.868
H -2.142 2.168 -6.947
H 2.353 5.021 2.625
H -1.649 2.337 5.003
```